(1)
# C3H11NO2P

An isolated ion of composition C3H11NO2P and charge -1 (ωB97M-V/def2-TZVPD, OMol25).

Last column: natural (NBO) charge in e.
CARTESIAN COORDINATES (ANGSTROEM)
N1 1.28446 -0.36148 1.36362  -1.214
P1 1.18583 -0.70989 -0.39269  0.812
C1 0.23246 0.89794 -0.78861  -0.728
C2 -0.98647 1.25743 0.24795  -0.517
C3 -2.17753 0.13352 0.33806  0.803
O1 -2.87829 0.09168 1.49719  -0.624
O2 -2.51135 -0.86107 -0.71444  -0.765
H1 1.96574 0.45160 1.44998  0.337
H2 1.84714 -1.17749 1.75106  0.352
H3 2.41872 0.00270 -0.65169  -0.233
H4 1.95360 -1.92630 -0.18647  -0.207
H5 -0.00606 -1.51103 -0.26267  -0.212
H6 1.14725 -1.00840 -1.82997  -0.189
H7 1.02403 1.78535 -0.68711  0.193
H8 -0.14113 0.93966 -1.90297  0.207
H9 -1.49714 2.25040 -0.17433  0.212
H10 -0.63197 1.53645 1.34138  0.264
H11 -2.22931 -1.79106 -0.39828  0.510

Properties
Charge: -1
Maximum force in eV/Å: 8.27
Electronic energy in eV: -18159.18512
HOMO energy in eV: -3.48

---

(2)
# C34H33F11N11O12PbS3Te

C34H33F11N11O12PbS3Te as an isolated structure (ωB97M-V/def2-TZVPD, OMol25).

Last column: Mulliken charge in e.
CARTESIAN COORDINATES (ANGSTROEM)
Pb1 -0.73648 -0.20346 -0.39622  2.336
C1 -3.06192 -4.16317 0.80749  -0.581
C2 -2.97656 -2.92751 0.18895  -0.747
N1 -1.91896 -2.59255 -0.54376  -0.021
C3 -0.98522 -3.52090 -0.75021  0.420
C4 -1.13333 -4.78924 -0.20564  -0.302
N2 -2.14236 -5.10290 0.60021  -0.658
C5 0.14710 -3.13816 -1.64930  0.264
C6 1.19872 -3.98343 -1.96056  -0.926
C7 2.21181 -3.52139 -2.78903  0.489
C8 2.11775 -2.23998 -3.31768  -0.868
C9 1.03352 -1.45600 -2.96534  0.089
N3 0.08235 -1.90674 -2.15009  -0.347
C10 0.83440 -0.05768 -3.44519  0.426
C11 1.52159 0.48433 -4.51625  -0.129
N4 1.26616 1.70791 -4.97547  -0.666
C12 0.34095 2.40134 -4.33283  -0.733
C13 -0.31914 1.88947 -3.22175  -0.619
N5 -0.08103 0.66334 -2.79716  0.263
C14 3.38908 -4.37486 -3.08613  0.350
C15 3.94972 -4.41839 -4.35574  -0.423
C16 5.05531 -5.22392 -4.57358  -0.416
N6 5.62613 -5.96827 -3.62859  -0.635
C17 5.08528 -5.91632 -2.41259  -0.427
C18 3.97710 -5.14789 -2.09404  -0.498
H1 -3.87655 -4.37938 1.48737  0.495
H2 -3.81441 -2.23681 0.17840  0.845
H3 -0.43340 -5.58429 -0.42657  0.403
H4 1.24949 -4.98104 -1.55058  0.730
H5 2.90930 -1.84519 -3.93826  0.612
H6 2.28443 -0.07734 -5.03946  0.352
H7 0.12406 3.39771 -4.69653  0.457
H8 -1.04397 2.46726 -2.66203  0.616
H9 3.52392 -3.84704 -5.17036  0.464
H10 5.50695 -5.27538 -5.55769  0.372
H11 5.56666 -6.51924 -1.65153  0.377
H12 3.59937 -5.12496 -1.08024  0.453
O1 -2.69153 2.47177 0.68813  -0.325
S1 -2.94122 1.63606 2.00698  1.328
O2 -4.45096 1.18669 1.84221  -0.283
O3 -2.13324 0.44450 1.95598  -0.859
O4 -2.85063 2.55217 3.07178  -0.761
F1 -4.95781 -0.37937 3.97096  -0.393
Te1 -3.59693 -1.36059 3.08222  1.765
F2 -5.15737 -2.40744 2.56096  -0.436
F3 -2.66609 -0.34582 4.40047  -0.466
F4 -1.81684 -2.22109 3.01830  -0.624
F5 -3.79267 -2.58387 4.47495  -0.367
O5 -4.56734 -0.18377 1.40238  -0.413
F6 1.17668 4.47280 1.73629  -0.155
C19 1.36670 4.49677 0.43314  0.250
F7 0.35806 5.15218 -0.15104  -0.212
F8 2.49857 5.13882 0.15998  -0.212
S2 1.41856 2.82322 -0.31462  1.172
O6 0.07352 2.30038 -0.14993  -0.802
O7 1.82445 3.07237 -1.67909  -0.749
N7 2.55412 2.15869 0.55635  -0.361
S3 3.17105 0.81860 -0.01681  1.060
O8 2.27395 0.15253 -0.93847  -0.381
O9 3.80282 0.04293 1.00129  -0.703
C20 4.58778 1.38590 -1.11097  0.328
F9 4.75684 2.69989 -1.06676  -0.226
F10 5.71786 0.80386 -0.71234  -0.236
F11 4.36514 1.02669 -2.37751  -0.195
C21 0.53734 -0.72839 6.34951  -1.644
C22 0.21401 -0.29395 4.92440  -0.918
C23 1.44326 0.03181 4.01999  2.691
C24 2.31925 1.10992 4.65707  -1.385
C25 3.55050 1.49504 3.84672  -0.985
C26 2.21887 -1.25019 3.84200  -0.457
O10 3.01735 -1.67784 4.64574  -0.702
N8 1.90129 -1.99702 2.72737  0.291
C27 1.15489 -1.56816 1.65157  -0.456
O11 0.98702 -2.33205 0.69520  -0.394
N9 0.64631 -0.32758 1.65988  1.636
C28 0.79743 0.54820 2.72295  -0.244
O12 0.35752 1.67114 2.68891  -0.699
H13 -0.38657 -1.05468 6.82846  0.490
H14 0.95164 0.08772 6.94228  0.311
H15 1.24476 -1.55738 6.37342  0.286
H16 -0.40675 0.60222 4.93680  0.448
H17 -0.37273 -1.07558 4.43865  -0.012
H18 2.63795 0.72656 5.62637  0.450
H19 1.68557 1.98431 4.81129  0.459
H20 4.17840 0.62622 3.64226  0.286
H21 4.15196 2.22026 4.39767  0.523
H22 3.26935 1.93965 2.89146  -0.031
H23 2.36580 -2.88714 2.62111  0.351
N10 -2.58775 0.83948 -1.06539  -0.692
C29 -3.01340 1.91924 -0.58911  0.758
N11 -3.84502 2.78274 -1.22667  0.263
C30 -4.36277 2.40663 -2.53717  -0.845
C31 -4.21536 3.56381 -3.51711  -0.425
C32 -4.87190 4.82322 -2.95987  -0.789
C33 -4.28205 5.15444 -1.59219  -0.631
C34 -4.45320 3.97912 -0.63856  -0.742
H24 -5.42149 2.13895 -2.43414  0.401
H25 -3.81838 1.52473 -2.86744  0.300
H26 -4.66499 3.28369 -4.47221  0.368
H27 -3.15121 3.75330 -3.68834  0.110
H28 -5.94921 4.65221 -2.85719  0.327
H29 -4.73632 5.66072 -3.64684  0.380
H30 -4.76445 6.03561 -1.16489  0.397
H31 -3.21443 5.36935 -1.69515  0.239
H32 -5.52055 3.78841 -0.47330  0.341
H33 -3.99326 4.18856 0.31763  0.387

Properties
Charge: -1
Maximum force in eV/Å: 2.86
Electronic energy in eV: -151694.06988
HOMO energy (alpha / beta) in eV: -6.60 / -6.41

---

(3)
# C7H9NO2

C7H9NO2 as an isolated structure (ωB97M-V/def2-TZVPD, OMol25).

Last column: natural (NBO) charge in e.
CARTESIAN COORDINATES (ANGSTROEM)
C1 0.88923 -1.10335 2.43649  -0.724
C2 1.39663 -0.26058 1.14571  0.555
C3 0.30374 0.04966 0.16713  -0.416
C4 0.72812 0.73984 -1.00820  0.506
C5 -0.60716 1.16939 -1.92687  -0.453
C6 -1.64636 0.05264 -1.35176  -0.464
C7 -1.15206 -0.29351 0.10995  0.304
H1 1.65756 -1.84735 2.81911  0.243
H2 0.47688 -0.31385 3.32825  0.247
H3 0.16747 -1.86275 2.01614  0.212
H4 2.07937 1.64817 -2.08906  0.497
H5 -0.26298 1.49657 -3.23608  0.261
H6 -0.72666 2.37502 -0.99436  0.211
H7 -1.45556 -0.86142 -1.97072  0.225
H8 -2.79184 0.30960 -1.44733  0.249
H9 -1.65988 -1.27317 1.69380  0.340
N1 -2.02590 -0.83742 0.74963  -0.624
O1 2.65945 0.03225 0.95773  -0.572
O2 1.96995 0.78026 -1.39956  -0.596

Properties
Charge: 0
Maximum force in eV/Å: 6.63
Electronic energy in eV: -12983.52782
HOMO energy in eV: -8.91

---

(4)
# C26H41N5O4OsSi4Te

C26H41N5O4OsSi4Te as an isolated structure (ωB97M-V/def2-TZVPD, OMol25).

Last column: Löwdin spin population.
CARTESIAN COORDINATES (ANGSTROEM)
Os1 0.07142 -1.82385 0.41928  2.543
O1 -1.93717 -5.34522 -2.21487  0.003
C1 -1.52068 -4.41525 -1.29491  0.005
O2 -0.40762 -4.30077 -0.85541  0.045
C2 -2.62825 -3.52827 -0.84453  0.010
C3 -3.95095 -3.73109 -1.05681  0.003
C4 -4.85981 -2.87355 -0.49708  -0.004
C5 -4.43125 -1.84554 0.30700  0.002
C6 -3.06976 -1.67509 0.48722  0.005
N1 -2.19264 -2.54200 -0.05055  0.099
C7 -2.42713 -0.69149 1.41814  0.019
O3 -3.09277 -0.11188 2.24125  0.040
O4 -1.11242 -0.56765 1.29708  0.171
H1 -1.15192 -5.85778 -2.60317  0.000
H2 -4.29999 -4.63634 -1.57725  0.001
H3 -5.91323 -3.16964 -0.50492  0.000
H4 -5.11523 -1.21913 0.88743  0.001
N2 0.51584 -4.52946 3.71628  0.008
C8 0.25831 -4.24758 2.46473  0.011
N3 0.28220 -2.91140 2.26535  0.013
C9 0.58699 -2.37951 3.52220  0.007
C10 0.53222 -0.98989 3.86947  0.003
C11 0.84195 -0.64459 5.15801  0.001
C12 1.07101 -1.64686 6.11184  0.000
C13 0.96137 -2.99214 5.79828  0.002
C14 0.77541 -3.32645 4.44819  0.001
H5 0.58923 -5.41612 4.15842  0.000
H6 0.05812 -4.98202 1.70944  0.001
H7 0.28102 -0.26537 3.05596  0.001
H8 0.89701 0.39325 5.44547  0.000
H9 1.24575 -1.29507 7.16446  0.000
H10 0.96045 -3.69339 6.62045  0.000
C15 1.68676 1.54719 1.73788  0.016
Si1 2.04503 2.38968 0.08852  0.034
C16 3.54703 1.40344 -0.56410  0.010
C17 2.32447 4.22108 0.49280  0.010
Si2 0.15418 2.13216 -1.46938  0.073
Te1 0.21602 -0.46156 -1.92129  0.703
Si3 -1.88346 3.10328 -0.81634  0.017
C18 -2.20886 4.68590 -1.77270  0.004
C19 -1.81184 3.26708 1.07953  0.002
C20 -3.44657 2.14925 -1.16006  0.002
Si4 0.52560 2.91749 -3.59620  0.002
C21 -0.96513 2.32771 -4.59097  0.001
C22 0.74076 4.80791 -3.68656  0.001
C23 2.16109 2.11029 -4.21913  0.001
H11 2.62169 1.58729 2.28644  0.001
H12 1.58815 0.49880 1.40330  0.013
H13 0.81037 1.81202 2.28477  0.000
H14 3.30078 0.59146 -1.26059  0.010
H15 3.98044 0.89254 0.30224  0.000
H16 4.36335 1.98713 -0.95798  0.000
H17 2.92595 4.29083 1.38057  0.002
H18 1.37258 4.62813 0.67521  0.000
H19 2.86006 4.77412 -0.25220  0.000
H20 -1.48838 5.45238 -1.46213  0.000
H21 -3.20230 5.01181 -1.51378  0.001
H22 -2.17359 4.59858 -2.90815  0.000
H23 -0.94485 3.89369 1.39833  0.000
H24 -1.68715 2.26925 1.51486  0.000
H25 -2.61886 3.72305 1.55411  0.000
H26 -3.58861 1.15265 -0.67300  0.000
H27 -3.65892 2.05465 -2.22970  0.000
H28 -4.20112 2.80471 -0.74415  0.000
H29 -1.81411 2.97851 -4.30642  0.000
H30 -1.27627 1.27535 -4.60860  0.002
H31 -0.83388 2.53904 -5.65427  0.000
H32 0.44787 5.34232 -2.81779  0.000
H33 0.23325 5.33395 -4.45658  0.000
H34 1.78323 4.99866 -3.84394  0.000
H35 2.72809 2.81217 -4.85810  0.000
H36 1.97089 1.18456 -4.73151  0.000
H37 2.77064 1.90137 -3.33930  0.000
N4 3.58555 -3.66560 -1.11932  0.012
C24 4.02604 -3.49571 0.19265  0.003
C25 2.95285 -3.04867 0.87878  0.009
N5 1.99257 -2.73443 -0.02297  0.039
C26 2.41404 -3.09467 -1.24126  0.032
H38 4.13840 -4.14706 -1.86892  0.000
H39 4.96525 -3.80826 0.56462  0.000
H40 2.88283 -2.74172 1.92396  0.001
H41 1.87059 -2.99265 -2.15760  0.004

Properties
Spin multiplicity: 5
Charge: +2
Maximum force in eV/Å: 4.32
Electronic energy in eV: -84527.95998
⟨S²⟩: 6.020
HOMO energy (alpha / beta) in eV: -13.33 / -13.30

---

(5)
# C35H21BrF4N5O10SSn

C35H21BrF4N5O10SSn as an isolated structure (ωB97M-V/def2-TZVPD, OMol25).

Last column: Mulliken charge in e.
CARTESIAN COORDINATES (ANGSTROEM)
Sn1 11.28267 12.46615 10.26171  1.336
Br1 18.99470 14.11566 11.01327  -0.094
C1 17.77412 13.29663 9.82704  -0.316
C2 18.24617 12.54144 8.71208  -0.179
N1 17.42285 11.98682 7.86858  -0.564
C3 16.10252 12.09369 8.08379  -0.518
C4 15.55249 12.75467 9.17469  0.342
C5 16.42209 13.39783 10.07415  -0.017
C6 14.06138 12.69896 9.39743  0.555
O1 13.67112 12.90226 10.56711  -0.896
O2 13.38010 12.45156 8.38520  -0.630
H1 19.31368 12.37958 8.53172  0.429
H2 15.45775 11.63894 7.32070  0.558
H3 15.99128 13.94122 10.91022  0.623
C7 10.20021 6.26757 9.23800  -1.367
C8 9.53264 7.59898 9.45040  0.802
C9 9.14295 8.41233 8.38303  -0.709
C10 8.69657 9.71182 8.55732  -0.599
C11 8.54274 10.23529 9.86582  0.298
C12 8.90004 9.39779 10.96542  -0.212
C13 9.31270 8.09958 10.74083  -0.409
S1 8.08461 11.93958 10.03806  1.314
O3 8.61167 12.29245 11.39276  -0.642
O4 6.65541 12.11747 9.82495  -0.647
O5 8.92988 12.56312 8.97186  -0.534
H4 10.41471 6.12049 8.16610  0.395
H5 9.56034 5.44955 9.57672  0.385
H6 11.15511 6.19966 9.78136  0.322
H7 9.20710 8.00417 7.36887  0.390
H8 8.44295 10.34881 7.68544  0.438
H9 8.78628 9.81430 11.96541  0.474
H10 9.50202 7.41727 11.58868  0.411
C14 10.37229 15.25183 7.51877  -1.023
C15 11.48370 15.73908 8.46031  -0.159
O6 11.30966 14.95166 9.65830  -0.213
H11 10.35876 15.92978 6.63595  0.421
H12 9.40711 15.31328 8.03936  0.245
H13 10.54842 14.23048 7.16408  0.209
H14 11.43190 16.80510 8.70298  0.335
H15 12.49835 15.53555 8.03646  0.218
H16 11.79202 15.24422 10.45064  0.218
O7 11.17569 11.67732 12.59912  -0.734
C16 11.20129 12.86403 13.03187  1.518
O8 11.24779 13.88520 12.26219  -0.814
C17 11.19811 13.11946 14.48593  -0.083
C18 11.45118 14.42840 14.94254  -0.387
C19 11.54112 14.73315 16.30957  -1.178
C20 11.37914 13.65906 17.18058  1.073
O9 11.46601 13.66341 18.53572  -0.505
C21 11.28593 12.28764 18.97891  -0.249
O10 11.06506 11.51639 17.79632  -0.494
C22 11.10538 12.37717 16.75234  0.728
C23 11.01114 12.06021 15.41644  -0.854
H17 11.53268 15.19778 14.15827  0.426
H18 11.71555 15.76084 16.63621  0.420
H19 10.39852 12.26206 19.62280  0.264
H20 12.22282 11.99992 19.45975  0.268
H21 10.89873 11.07327 14.99407  0.486
F1 13.58603 10.23583 12.48136  -0.335
C24 14.86742 10.27144 12.14600  0.304
C25 15.67549 11.06994 12.98315  0.954
F2 14.98978 11.74293 13.92059  -0.337
C26 17.09814 11.15835 12.89574  -0.131
C27 17.58822 10.44678 11.74814  0.507
C28 16.78424 9.72397 10.86159  -0.606
F3 17.40898 9.14270 9.83369  -0.365
C29 15.34481 9.67725 10.93993  0.960
C30 14.51722 9.14800 9.92655  0.621
C31 13.17748 9.53903 9.86883  -0.146
N2 12.07671 9.96645 9.73526  -0.386
C32 14.92860 8.40649 8.81770  -0.088
N3 15.18620 7.75763 7.84500  -0.501
F4 18.87891 10.46939 11.44014  -0.409
C33 17.90729 11.95184 13.77400  1.404
C34 17.41491 12.84421 14.73252  -0.399
N4 17.06485 13.64166 15.55304  -0.444
C35 19.30895 11.89272 13.79403  -0.032
N5 20.50938 11.89528 13.87490  -0.450

Properties
Charge: +1
Maximum force in eV/Å: 6.54
Electronic energy in eV: -162125.88538
HOMO energy (alpha / beta) in eV: -10.42 / -10.43

---

The lowest electronic energy belongs to which entry?
C35H21BrF4N5O10SSn

---

What is the formula in the fourth record?
C26H41N5O4OsSi4Te

---

Which formula does entry 2 have?
C34H33F11N11O12PbS3Te